{
  "formula": "C6H8N2",
  "method": "ωB97M-V/def2-TZVPD",
  "de_lowest_ev": 8.464,
  "gap_ev": 8.1,
  "e_tot_ev": -9323.2438,
  "symbols": ["N", "N", "C", "C", "C", "C", "C", "C", "H", "H", "H", "H", "H", "H", "H", "H"],
  "coordinates": [[0.865, -0.169, 2.079], [1.735, -0.435, 0.947], [-0.314, 0.072, 1.803], [-0.471, 1.139, -0.370], [-1.122, 1.222, -1.691], [-1.545, 1.389, -2.793], [-1.077, 0.228, 0.609], [1.048, -1.362, -0.023], [0.225, -1.945, 0.343], [-1.826, 2.456, -3.677], [-2.270, -0.396, 0.433], [-0.829, 0.023, 2.834], [2.749, -0.893, 1.182], [0.519, -0.794, -0.792], [1.750, -1.864, -0.492], [0.565, 1.330, -0.391]],
  "lowdin_charge": [0.0082, -0.0978, -0.3178, -0.1026, -0.2264, -0.0027, -0.0904, -0.1157, 0.0837, 0.1852, 0.2187, 0.1325, 0.1699, 0.0472, 0.0227, 0.0853]
}

---

{
  "formula": "C6H8N2",
  "method": "ωB97M-V/def2-TZVPD",
  "smiles": "Nc1ccccc1N",
  "de_lowest_ev": 1.047,
  "gap_ev": 8.6,
  "e_tot_ev": -9330.6607,
  "symbols": ["N", "N", "C", "C", "C", "C", "C", "C", "H", "H", "H", "H", "H", "H", "H", "H"],
  "coordinates": [[-1.706, -1.132, -0.074], [-1.707, 1.349, 0.046], [-0.451, 0.803, -0.145], [1.996, 0.613, -0.095], [0.610, -1.373, 0.091], [0.824, 1.413, -0.091], [-0.516, -0.584, -0.123], [1.820, -0.665, 0.043], [-2.330, 0.565, 0.525], [-1.587, 2.320, 0.386], [2.694, -1.381, 0.125], [-1.851, -2.083, -0.011], [3.094, 0.930, -0.189], [0.546, -2.482, 0.105], [1.021, 2.445, 0.055], [-2.458, -0.738, -0.648]],
  "lowdin_charge": [0.0828, 0.0540, -0.2942, -0.1500, -0.0179, -0.0172, -0.3570, -0.1918, 0.1304, 0.1043, 0.1181, 0.0819, 0.1325, 0.1193, 0.0852, 0.1196]
}

---

{
  "formula": "C6H8N2",
  "method": "ωB97M-V/def2-TZVPD",
  "smiles": "N#C[C@H]1[C@@H]2CCN[C@@H]12",
  "de_lowest_ev": 5.282,
  "gap_ev": 9.8,
  "e_tot_ev": -9326.4261,
  "symbols": ["N", "N", "C", "C", "C", "C", "C", "C", "H", "H", "H", "H", "H", "H", "H", "H"],
  "coordinates": [[0.237, 1.498, 0.160], [-2.924, -0.784, 2.260], [0.667, 1.004, -1.266], [-0.520, -0.767, 1.551], [-0.384, -0.662, -0.049], [0.379, 0.295, 0.947], [0.366, -0.581, -1.427], [-1.830, -0.831, 1.985], [1.209, -1.316, -1.700], [1.060, 2.137, 0.478], [-0.444, -0.884, -2.158], [0.168, 1.608, -2.166], [1.393, 0.053, 1.015], [0.215, -1.515, 1.998], [1.796, 0.964, -1.435], [-1.387, -0.218, -0.192]],
  "lowdin_charge": [-0.0453, 0.1808, -0.1711, -0.1599, -0.1629, -0.2696, -0.1294, -0.2342, 0.1166, 0.1333, 0.1023, 0.1356, 0.1164, 0.1605, 0.1045, 0.1223]
}

---

{
  "formula": "C6H8N2",
  "method": "ωB97M-V/def2-TZVPD",
  "smiles": "C#C[C@@H]1CCN1N=C",
  "de_lowest_ev": 4.367,
  "gap_ev": 9.8,
  "e_tot_ev": -9327.3410,
  "symbols": ["N", "N", "C", "C", "C", "C", "C", "C", "H", "H", "H", "H", "H", "H", "H", "H"],
  "coordinates": [[-0.596, -1.686, -0.242], [0.020, -0.502, -0.643], [-1.322, 2.150, 1.218], [0.576, 0.383, 0.382], [-1.442, -1.655, 0.703], [1.251, -0.499, -1.427], [-0.492, 1.318, 0.895], [1.676, 0.822, -0.696], [1.853, -1.347, -1.154], [-2.024, 2.961, 1.557], [1.453, 1.720, -1.319], [2.674, 0.847, -0.231], [-1.850, -2.672, 0.921], [1.033, -0.157, 1.208], [-1.792, -0.792, 1.263], [1.207, -0.360, -2.499]],
  "lowdin_charge": [0.0009, -0.1680, 0.0893, -0.2939, -0.0562, -0.1471, -0.0946, -0.0649, 0.1017, 0.0539, 0.1163, 0.0989, 0.0732, 0.1349, 0.0546, 0.1011]
}

---

{
  "formula": "C6H8N2",
  "method": "ωB97M-V/def2-TZVPD",
  "smiles": "c1cc[nH]c1.CC#N",
  "de_lowest_ev": 0.944,
  "gap_ev": 8.9,
  "e_tot_ev": -9330.7636,
  "symbols": ["N", "N", "C", "C", "C", "C", "C", "C", "H", "H", "H", "H", "H", "H", "H", "H"],
  "coordinates": [[-31.194, 11.553, -1.824], [-27.651, 9.406, -0.401], [-30.073, 11.939, -1.201], [-30.138, 13.173, -3.044], [-26.198, 11.430, -1.071], [-26.977, 10.317, -0.692], [-31.255, 12.331, -2.996], [-29.387, 12.858, -1.956], [-31.864, 10.899, -1.444], [-28.481, 13.389, -1.701], [-26.504, 11.704, -2.081], [-32.215, 12.299, -3.489], [-29.912, 13.899, -3.810], [-26.250, 12.255, -0.361], [-29.945, 11.451, -0.246], [-25.182, 11.045, -1.165]],
  "lowdin_charge": [0.0215, 0.1333, -0.1710, -0.1207, -0.0901, -0.3119, -0.1131, -0.1535, 0.1511, 0.0904, 0.0851, 0.0947, 0.0969, 0.0927, 0.1072, 0.0874]
}

---

{
  "formula": "C6H8N2",
  "method": "ωB97M-V/def2-TZVPD",
  "de_lowest_ev": 7.438,
  "gap_ev": [7.8, 7.6],
  "e_tot_ev": -9324.2694,
  "symbols": ["N", "N", "C", "C", "C", "C", "C", "C", "H", "H", "H", "H", "H", "H", "H", "H"],
  "coordinates": [[1.389, -0.626, -1.381], [-0.462, 0.655, 0.018], [-2.101, 1.887, -0.341], [1.019, -0.189, -0.237], [-1.244, 1.323, -1.100], [2.023, 0.212, 0.805], [-1.166, -1.719, 0.653], [-0.516, -0.623, 0.329], [-2.606, 2.093, 0.581], [2.849, -0.497, 0.807], [2.420, 1.197, 0.555], [-0.921, 1.229, -2.123], [-2.194, -1.656, 0.989], [-0.671, -2.677, 0.649], [1.567, 0.259, 1.791], [0.613, -0.870, -1.995]],
  "lowdin_charge": [0.1415, 0.0223, 0.1382, -0.4360, -0.1498, -0.0405, 0.0559, -0.2796, 0.0469, 0.0799, 0.0816, 0.0936, 0.0571, 0.0588, 0.0776, 0.0525]
}

---

{
  "formula": "C6H8N2",
  "method": "ωB97M-V/def2-TZVPD",
  "smiles": "[H]/N=C/C=C.C=C=C=N",
  "de_lowest_ev": 4.845,
  "gap_ev": 8.3,
  "e_tot_ev": -9326.8622,
  "symbols": ["N", "N", "C", "C", "C", "C", "C", "C", "H", "H", "H", "H", "H", "H", "H", "H"],
  "coordinates": [[-1.010, 1.347, 0.660], [0.768, -0.791, 1.647], [3.282, 0.349, -0.790], [2.113, 0.004, -0.293], [1.433, -0.588, 0.644], [-1.240, 0.888, -0.520], [-2.011, -1.385, 0.263], [-1.829, -0.486, -0.702], [0.077, -0.073, 1.896], [-2.175, -0.712, -1.705], [3.429, 1.218, -1.419], [-1.808, -1.136, 1.292], [-2.350, -2.387, 0.054], [-1.640, 1.550, -1.305], [-1.245, 2.332, 0.768], [4.206, -0.130, -0.491]],
  "lowdin_charge": [0.0764, 0.1282, -0.0089, -0.1039, -0.2181, -0.2220, 0.0142, -0.1639, 0.0452, 0.0841, 0.0456, 0.0458, 0.0592, 0.1014, 0.0605, 0.0562]
}

---

{
  "formula": "C6H8N2O",
  "method": "ωB97M-V/def2-TZVPD",
  "smiles": "CC(=O)c1nccn1C",
  "de_lowest_ev": 3.091,
  "gap_ev": 10.0,
  "e_tot_ev": -11376.2554,
  "symbols": ["O", "N", "N", "C", "C", "C", "C", "C", "C", "H", "H", "H", "H", "H", "H", "H", "H"],
  "coordinates": [[0.991, 2.582, -0.610], [-1.516, 1.291, -0.685], [-0.504, -0.633, -0.245], [-0.439, 0.753, -0.348], [-2.410, 0.250, -0.807], [0.491, -1.606, 0.076], [-1.891, -0.895, -0.502], [1.829, 1.021, 0.982], [0.811, 1.523, -0.075], [-0.072, -2.496, -0.064], [2.617, 0.158, 0.340], [2.660, 1.775, 1.138], [0.634, -1.579, 0.972], [1.338, 0.521, 1.831], [-2.219, -1.881, -0.423], [-3.609, 0.633, -0.918], [1.289, -1.417, -0.663]],
  "lowdin_charge": [0.1002, 0.1291, -0.0536, -0.3109, -0.1723, -0.0113, -0.0659, -0.0201, -0.3859, 0.0941, 0.1624, 0.0844, -0.0105, 0.0688, 0.0968, 0.1729, 0.1217]
}

---

{
  "formula": "C6H8N2O",
  "method": "ωB97M-V/def2-TZVPD",
  "smiles": "C=c1[nH]oc(=C)/c1=N\\C",
  "de_lowest_ev": 4.736,
  "gap_ev": 8.3,
  "e_tot_ev": -11374.6109,
  "symbols": ["O", "N", "N", "C", "C", "C", "C", "C", "C", "H", "H", "H", "H", "H", "H", "H", "H"],
  "coordinates": [[-1.958, 1.507, -0.080], [0.712, -0.823, 0.079], [-2.669, 0.252, -0.105], [-1.743, -0.761, 0.095], [-0.308, -0.127, 0.230], [0.204, 2.434, 0.312], [2.048, -0.482, -0.106], [-2.094, -2.074, 0.232], [-0.573, 1.359, 0.118], [2.165, -0.232, -1.254], [2.694, -1.343, 0.042], [-1.503, -2.855, 0.545], [-3.299, 0.151, -0.894], [1.239, 2.593, 0.573], [-0.434, 3.313, 0.393], [2.317, 0.163, 0.736], [-3.179, -2.326, 0.044]],
  "lowdin_charge": [-0.0517, 0.0244, 0.0409, -0.2568, -0.1734, 0.0863, -0.1332, 0.0590, -0.2472, 0.1408, 0.0599, 0.0180, 0.1444, 0.0613, 0.0684, 0.0828, 0.0763]
}

---

{
  "formula": "C6H8N2O",
  "method": "ωB97M-V/def2-TZVPD",
  "de_lowest_ev": 2.909,
  "gap_ev": [6.8, 6.8],
  "e_tot_ev": -11376.4382,
  "symbols": ["O", "N", "N", "C", "C", "C", "C", "C", "C", "H", "H", "H", "H", "H", "H", "H", "H"],
  "coordinates": [[-1.213, -1.555, 0.783], [-2.599, 0.502, 0.137], [1.641, 0.185, -0.523], [0.845, -0.747, 0.030], [1.460, -1.991, 0.553], [-0.312, 2.881, -0.901], [-0.560, -0.614, 0.228], [-1.254, 0.606, -0.061], [-0.716, 1.803, -0.530], [-2.814, -0.395, 0.579], [2.307, -1.780, 1.205], [1.777, -2.645, -0.262], [1.248, 1.057, -0.842], [0.095, 3.794, -1.224], [-3.183, 1.317, 0.206], [2.636, 0.048, -0.526], [0.643, -2.465, 1.149]],
  "lowdin_charge": [-0.0795, 0.1444, 0.1661, -0.2479, -0.0220, 0.1352, -0.3928, -0.2658, -0.1127, 0.0975, 0.0854, 0.0932, 0.0635, 0.0237, 0.1071, 0.1138, 0.0909]
}

---

{
  "formula": "C6H8N2O",
  "method": "ωB97M-V/def2-TZVPD",
  "smiles": "O=C1CCN2CC=CN12",
  "de_lowest_ev": 2.638,
  "gap_ev": 8.4,
  "e_tot_ev": -11376.7088,
  "symbols": ["O", "N", "N", "C", "C", "C", "C", "C", "C", "H", "H", "H", "H", "H", "H", "H", "H"],
  "coordinates": [[2.443, 0.295, -1.615], [0.735, 0.622, -0.152], [-0.111, -0.182, 0.724], [-1.091, 1.850, 0.314], [1.608, -0.205, -0.923], [-1.266, 0.648, 1.108], [0.016, 1.802, -0.435], [-0.245, -1.488, 0.256], [1.044, -1.649, -0.633], [-1.721, 2.645, 0.111], [-1.086, 1.031, 2.148], [-0.103, -2.171, 1.083], [-2.209, 0.265, 0.918], [0.302, 2.627, -1.062], [-1.107, -1.679, -0.257], [1.778, -2.188, -0.067], [1.011, -2.222, -1.518]],
  "lowdin_charge": [0.0945, 0.0094, -0.1058, -0.0933, -0.3695, -0.1494, -0.0402, -0.1611, -0.0166, 0.0800, 0.1339, 0.1173, 0.0955, 0.1200, 0.0861, 0.1023, 0.0968]
}

---

{
  "formula": "C6H8N2O2",
  "method": "ωB97M-V/def2-TZVPD",
  "smiles": "O=NN1C(=O)[C@@H]2CCC[C@@H]21",
  "de_lowest_ev": 5.034,
  "gap_ev": 8.9,
  "e_tot_ev": -13422.3396,
  "symbols": ["O", "O", "N", "N", "C", "C", "C", "C", "C", "C", "H", "H", "H", "H", "H", "H", "H", "H"],
  "coordinates": [[3.596, -0.159, -0.393], [0.320, -1.437, -2.348], [1.460, -0.805, -0.427], [2.620, -0.603, -0.922], [0.042, 0.869, 1.323], [-0.718, -1.031, -0.132], [0.352, -1.199, -1.192], [0.268, -0.569, 0.934], [-1.586, 0.218, -0.417], [-0.723, 1.355, 0.109], [-1.210, 2.248, -0.096], [-1.845, 0.332, -1.442], [-0.046, 1.346, -0.680], [0.750, -1.346, 1.663], [1.064, 1.408, 1.460], [-2.497, 0.208, 0.122], [-1.455, -1.896, 0.137], [-0.393, 1.061, 2.303]],
  "lowdin_charge": [0.0004, 0.1532, 0.0530, -0.0991, -0.1404, -0.1769, -0.4408, -0.0508, -0.1360, -0.1815, 0.1010, 0.1142, 0.0883, 0.1666, 0.1508, 0.1006, 0.1855, 0.1119]
}

---

{
  "formula": "C6H8N2O2",
  "method": "ωB97M-V/def2-TZVPD",
  "smiles": "[H]/N=C(/O)C1=CN(C=O)CC1",
  "de_lowest_ev": 1.323,
  "gap_ev": 8.8,
  "e_tot_ev": -13426.0499,
  "symbols": ["O", "O", "N", "N", "C", "C", "C", "C", "C", "C", "H", "H", "H", "H", "H", "H", "H", "H"],
  "coordinates": [[-1.116, -0.671, -3.301], [0.094, -0.423, 3.032], [0.091, 0.051, -1.507], [-1.898, -1.022, 2.287], [-0.136, -0.283, 0.717], [-0.678, -0.506, -0.492], [1.111, 0.563, 0.582], [1.196, 0.842, -0.934], [-0.163, -0.070, -2.831], [-0.671, -0.781, 1.993], [1.042, 1.904, -1.163], [-1.620, -0.984, -0.750], [0.589, 0.446, -3.459], [-2.467, -1.187, 1.461], [-0.561, 0.085, 3.625], [2.149, 0.524, -1.371], [1.043, 1.493, 1.162], [1.994, 0.019, 0.948]],
  "lowdin_charge": [0.0236, 0.0261, -0.0752, 0.1435, -0.1434, 0.0185, -0.0988, -0.1059, -0.3089, -0.4633, 0.1250, 0.1418, 0.1421, 0.0452, 0.1623, 0.1237, 0.1213, 0.1225]
}

---

{
  "formula": "C6H8N2O2",
  "method": "ωB97M-V/def2-TZVPD",
  "smiles": "N/C=C/C=C\\C=C/[N+](=O)[O-]",
  "de_lowest_ev": 6.275,
  "gap_ev": 7.5,
  "e_tot_ev": -13421.0988,
  "symbols": ["O", "O", "N", "N", "C", "C", "C", "C", "C", "C", "H", "H", "H", "H", "H", "H", "H", "H"],
  "coordinates": [[1.130, 1.059, 0.541], [2.085, 0.417, 2.369], [1.717, 0.246, 1.226], [-2.225, 1.777, 0.930], [-0.439, -0.263, -1.547], [1.366, -1.680, -0.341], [0.320, -1.344, -1.261], [2.027, -1.032, 0.661], [-1.507, 0.833, 0.393], [-1.018, 0.829, -0.847], [-1.211, 1.654, -1.460], [1.778, -2.739, -0.474], [2.763, -1.504, 1.224], [0.374, -2.023, -2.042], [-1.344, -0.236, 0.866], [-0.862, -0.244, -2.535], [-2.216, 2.552, 0.408], [-2.740, 1.699, 1.889]],
  "lowdin_charge": [0.0491, 0.0472, -0.4119, 0.1062, -0.0917, -0.0549, -0.1116, -0.0293, -0.2381, -0.1621, 0.0946, 0.1328, 0.0915, 0.0654, 0.1803, 0.1028, 0.0519, 0.1778]
}